Entry 1:
30
Properties=species:S:1:pos:R:3 method="wB97M-V/def2-TZVPD" de_lowest_kj_mol=0.00 e_homo_ev=-9.749 lumo_ev=0.1 smiles="NC(=O)C[C@H](N)C(=O)O.C[C@H](N)C(=O)O" homo_lumo_gap_ev=9.867 max_force_ev_per_a=2.78
N 0.062 -1.693 -0.086
C -1.094 -1.175 0.378
O -1.406 -1.275 1.565
C -1.961 -0.471 -0.649
C -3.454 -0.413 -0.272
N -4.249 -0.339 -1.485
C -3.747 0.763 0.684
O -4.448 1.687 0.345
O -3.182 0.709 1.886
H 0.320 -1.655 -1.058
H 0.681 -2.147 0.568
H -1.896 -0.990 -1.611
H -1.557 0.539 -0.805
H -3.703 -1.344 0.251
H -4.282 0.640 -1.767
H -5.214 -0.558 -1.250
H -2.601 -0.086 1.950
C 4.494 1.233 0.314
C 3.174 0.850 -0.358
N 2.238 1.956 -0.294
C 2.625 -0.426 0.272
O 1.600 -0.502 0.908
O 3.424 -1.490 0.055
H 4.881 2.142 -0.153
H 5.232 0.432 0.220
H 4.337 1.436 1.380
H 3.375 0.624 -1.412
H 1.373 1.692 -0.760
H 1.978 2.103 0.680
H 3.002 -2.241 0.502



Entry 2:
26
Properties=species:S:1:pos:R:3 method="wB97M-V/def2-TZVPD" de_lowest_kj_mol=0.00 e_homo_ev=-11.803 lumo_ev=-5.0 smiles="[H]/N=P/[N@H+]1CC[C@]2(CCCN2)C1" total_charge=+1 homo_lumo_gap_ev=6.822 max_force_ev_per_a=3.97
H 3.167 -2.701 2.616
N 2.475 -1.951 2.708
P 1.253 -1.419 3.403
N 0.716 0.064 2.058
C 1.738 0.498 1.093
C 1.254 -0.133 -0.156
C -0.261 -0.252 -0.123
C -0.866 1.102 -0.770
C -1.418 0.615 -2.089
C -1.260 -0.940 -2.137
N -0.815 -1.351 -0.825
C -0.469 -0.541 1.396
H 0.490 0.789 2.674
H 2.756 0.117 1.491
H 1.783 1.543 1.080
H 1.599 0.527 -0.939
H 1.754 -1.080 -0.372
H -0.025 1.810 -0.774
H -1.715 1.404 -0.210
H -2.478 0.980 -2.297
H -0.799 0.948 -2.964
H -2.069 -1.495 -2.544
H -0.407 -1.035 -3.002
H -0.398 -2.240 -0.742
H -1.321 -0.087 1.712
H -0.605 -1.616 1.585



Entry 3:
26
Properties=species:S:1:pos:R:3 method="wB97M-V/def2-TZVPD" de_lowest_kj_mol=330.22 e_homo_ev=-13.180 lumo_ev=-4.8 smiles="C=CC[N+]1=N[C@H](C)N[C@H]1NC" total_charge=+1 homo_lumo_gap_ev=8.398 max_force_ev_per_a=6.55
C -2.859 0.338 -1.013
C -2.566 -0.649 -0.157
C -1.746 -0.412 1.104
N -0.481 0.017 0.682
N 0.080 0.983 1.207
C 1.351 1.282 0.447
C 1.455 2.783 0.158
N 1.302 0.465 -0.678
C 0.180 -0.559 -0.584
N 0.591 -1.877 -0.522
C 1.661 -2.346 0.285
H -3.193 0.216 -1.934
H -2.771 1.456 -0.714
H -2.804 -1.534 -0.623
H -1.661 -1.429 1.635
H -2.198 0.323 1.813
H 2.143 0.944 1.156
H 2.296 3.077 -0.527
H 1.678 3.375 1.101
H 0.618 3.144 -0.431
H 1.425 0.855 -1.631
H -0.537 -0.345 -1.337
H 0.018 -2.500 -1.072
H 2.147 -3.320 -0.084
H 1.355 -2.626 1.304
H 2.514 -1.661 0.415